# 1
C20H11ClMnN4O4S2 as an isolated structure at a distorted geometry. Source: the OMol25 dataset; level of theory: ωB97M-V with the def2-TZVPD basis set.

HOMO-LUMO gap (alpha / beta) in eV: 6.5 / 6.5
HOMO energy (alpha / beta) in hartree: -0.29378 / -0.29363
Expectation value of S²: 0.809
LUMO level (alpha / beta) in Eh: -0.0548 / -0.0559
Total energy in Ha: -3696.21087

ORCA input file:
```
! wB97M-V def2-TZVPD RIJCOSX def2/J DEFGRID3
* xyz 0 2
Mn -0.065 1.609 -1.217
O -4.065 -2.517 -0.633
C -4.493 -1.363 -0.110
O -5.552 -1.275 0.442
C -3.584 -0.184 -0.202
C -3.847 1.008 0.441
N -2.824 1.841 0.164
N -1.925 1.272 -0.619
C -2.366 0.052 -0.856
C -1.390 -0.677 -1.692
O -1.423 -1.994 -1.628
O -0.537 -0.060 -2.291
H -3.143 -2.460 -0.940
H -4.682 1.289 1.061
H -2.658 2.783 0.485
S 1.162 0.274 0.267
C 0.864 -1.361 0.822
C 1.185 -1.532 2.191
C 1.073 -2.734 2.848
C 1.424 -2.794 4.253
N 1.706 -2.827 5.366
C 0.615 -3.880 2.181
C 0.298 -3.762 0.847
C 0.434 -2.546 0.154
S 0.179 -2.697 -1.559
C 0.473 -5.148 2.855
N 0.355 -6.164 3.378
H 1.530 -0.667 2.738
H -0.058 -4.633 0.312
Cl 5.452 1.576 -2.169
C 3.886 2.239 -1.796
C 2.897 2.226 -2.730
C 1.627 2.749 -2.401
C 1.374 3.316 -1.143
C 0.001 3.618 -0.789
C 2.438 3.302 -0.204
C 3.662 2.789 -0.522
H 3.087 1.823 -3.716
H 0.887 2.849 -3.193
H -0.568 4.115 -1.577
H -0.158 4.065 0.188
H 2.264 3.698 0.790
H 4.464 2.783 0.205
*
```

---

# 2
C20H12AuCl5IN2O2 as an isolated structure at a distorted geometry. Source: the OMol25 dataset; level of theory: ωB97M-V with the def2-TZVPD basis set.

HOMO-LUMO gap in eV: 6.0
HOMO energy in hartree: -0.43617
Relative energy (zero: lowest compared OMol25 entry of this formula, charge and spin) in kcal per mole: 0.0
LUMO level in Eh: -0.2148
Total energy in Ha: -3763.35765

ORCA input file:
```
! wB97M-V def2-TZVPD RIJCOSX def2/J DEFGRID3
* xyz 1 1
Au -1.857 0.853 -0.630
C -1.071 -3.153 -2.529
C 0.070 -2.506 -1.810
N 1.125 -3.241 -1.510
C 2.169 -2.673 -0.904
C 2.258 -1.329 -0.598
C 3.506 -0.808 0.072
O 3.241 -0.142 1.303
C 1.155 -0.511 -0.918
C 1.231 0.903 -0.564
N 0.325 1.802 -0.717
C 0.584 3.092 -0.187
C 1.873 3.605 -0.021
C 2.086 4.839 0.563
C 1.017 5.607 1.002
C -0.274 5.140 0.830
C -0.470 3.909 0.224
I -2.474 3.368 -0.084
C 0.041 -1.124 -1.505
O -1.038 -0.442 -1.879
H -0.816 -4.191 -2.726
H -1.281 -2.641 -3.468
H -1.986 -3.115 -1.937
H 2.982 -3.342 -0.642
H 4.013 -0.080 -0.564
H 4.202 -1.636 0.215
H 3.106 -0.798 1.995
H 2.141 1.170 -0.037
H 2.725 3.039 -0.371
H 3.097 5.206 0.674
H 1.182 6.571 1.461
H -1.117 5.736 1.154
Cl -4.220 -1.254 -1.571
C -3.421 -1.629 -0.098
C -2.499 -0.747 0.430
C -1.914 -0.957 1.663
Cl -0.799 0.199 2.298
C -2.220 -2.114 2.379
Cl -1.485 -2.398 3.898
C -3.119 -3.037 1.841
Cl -3.485 -4.467 2.704
C -3.729 -2.793 0.608
Cl -4.853 -3.909 -0.039
*
```

---

# 3
C20H12AuN7O2 as an isolated structure at a distorted geometry. Source: the OMol25 dataset; level of theory: ωB97M-V with the def2-TZVPD basis set.

HOMO-LUMO gap in eV: 5.3
HOMO energy in hartree: -0.28836
Relative energy (zero: lowest compared OMol25 entry of this formula, charge and spin) in kcal per mole: 36.6
LUMO level in Eh: -0.0946
Total energy in Ha: -1438.73869

ORCA input file:
```
! wB97M-V def2-TZVPD RIJCOSX def2/J DEFGRID3
* xyz 0 1
Au 0.429 0.305 -0.243
O -3.574 1.295 -0.938
C -2.385 1.225 -0.678
N -1.648 0.109 -0.498
C -2.083 -1.184 -0.467
C -3.432 -1.562 -0.440
C -3.771 -2.894 -0.451
C -2.784 -3.882 -0.465
C -1.451 -3.545 -0.463
C -1.070 -2.197 -0.477
N 0.223 -1.765 -0.513
C 1.337 -2.503 -0.709
O 1.401 -3.689 -0.983
C 2.586 -1.672 -0.596
C 3.817 -2.297 -0.436
C 4.963 -1.523 -0.375
C 4.842 -0.145 -0.494
C 3.579 0.401 -0.642
N 2.484 -0.343 -0.690
C -1.550 2.473 -0.571
C -2.178 3.705 -0.434
C -1.406 4.853 -0.372
C -0.026 4.731 -0.453
C 0.524 3.467 -0.576
N -0.219 2.371 -0.637
H -4.189 -0.795 -0.435
H -4.812 -3.177 -0.456
H -3.068 -4.924 -0.489
H -0.685 -4.303 -0.474
H 3.838 -3.372 -0.366
H 5.933 -1.979 -0.239
H 5.706 0.500 -0.466
H 3.432 1.467 -0.742
H -3.255 3.724 -0.386
H -1.867 5.824 -0.259
H 0.617 5.596 -0.415
H 1.593 3.318 -0.640
N -1.730 0.728 5.662
C -1.027 0.447 4.790
N -0.239 0.043 3.865
C 0.264 0.453 2.811
N 0.881 0.720 1.843
*
```

---

# 4
An isolated molecule of C20H12ClN3O3S at a distorted geometry. Source: the OMol25 dataset; level of theory: ωB97M-V with the def2-TZVPD basis set.

Structure (SMILES): O=S(=O)(c1ccc(Cl)cc1)N1c2ccccc2Oc2nc3ccccc3nc21
HOMO-LUMO gap in eV: 7.1
HOMO energy in hartree: -0.28816
LUMO level in Eh: -0.0266
Total energy in Ha: -2017.23025

ORCA input file:
```
! wB97M-V def2-TZVPD RIJCOSX def2/J DEFGRID3
* xyz 0 1
O -1.994 1.229 -1.539
S -2.244 -0.036 -0.863
O -3.492 -0.499 -0.639
C -1.241 -1.270 -1.478
C 0.086 -0.920 -2.137
C 0.781 -1.869 -2.531
C 0.457 -3.286 -2.374
Cl 1.620 -4.590 -2.643
C -0.966 -3.517 -1.838
C -1.731 -2.492 -1.435
N -1.377 0.214 0.620
C -1.106 -0.899 1.214
C -1.999 -1.829 1.685
C -1.798 -3.138 2.072
C -0.525 -3.398 2.576
C 0.398 -2.596 2.296
C 0.300 -1.297 1.709
O 1.241 -0.478 1.205
C 1.140 0.713 0.896
N 1.853 1.566 0.801
C 1.866 2.956 0.334
C 3.069 3.776 0.217
C 2.569 5.015 -0.003
C 1.285 5.568 -0.268
C 0.204 4.682 -0.161
C 0.482 3.338 0.482
N -0.590 2.465 0.447
C -0.519 1.208 0.604
H 0.506 0.198 -2.058
H 1.898 -1.706 -2.828
H -1.266 -4.562 -1.995
H -2.496 -2.786 -1.194
H -2.931 -1.453 1.476
H -2.524 -3.723 2.436
H -0.174 -4.358 3.057
H 1.558 -2.766 2.089
H 3.884 3.295 0.408
H 3.277 5.750 -0.030
H 1.237 6.493 -0.548
H -0.734 4.998 -0.064
*
```